A structure of composition C31H35ClN2Si2Tb at a distorted geometry, computed with the ωB97M-V functional and the def2-TZVPD basis.

Cartesian coordinates (Å):
Tb (0.09875, 0.21817, -0.69897)
Cl (1.86002, 1.88720, -1.61200)
Si (-0.24926, 0.07067, -7.31536)
Si (1.69681, 0.37576, -5.28746)
N (0.55573, 1.90094, 1.03978)
N (2.11245, -0.42821, 0.58952)
C (-2.21110, -0.19862, 0.05389)
C (0.08413, -1.47784, -9.72610)
C (-0.63610, 1.56028, -3.90443)
C (1.89703, 2.90263, -9.30701)
C (0.45219, 1.74353, -4.78342)
C (-1.33229, 3.86703, -4.11480)
C (1.97132, -3.19645, -8.54415)
C (0.71124, -2.47103, -10.48372)
C (0.41502, -1.34017, -8.36772)
C (-1.55155, 2.59490, -3.62206)
C (-1.34042, -2.47170, -4.49121)
C (-1.36385, -0.58467, 1.14849)
C (-0.80058, 2.58959, -8.55283)
C (-0.37258, 3.76837, -9.15095)
C (1.84475, 1.67536, 1.84039)
C (0.68412, -3.34945, -3.56909)
C (1.47074, 1.69121, -8.75125)
C (0.62609, 3.03296, -5.32699)
C (0.97674, 3.94028, -9.50136)
C (2.12254, 0.19119, 1.96076)
C (1.31764, -2.23877, -7.76217)
C (0.13459, 1.56064, -8.33414)
C (-1.98633, -1.11173, -1.02708)
C (-0.64736, -1.30115, -4.83737)
C (-0.61776, -1.74390, 0.73831)
C (0.74567, -1.12997, -4.59762)
C (-1.00220, -2.06531, -0.60062)
C (1.37784, -2.16589, -3.88594)
C (1.64914, -3.33313, -9.89531)
C (-0.24144, 4.08380, -4.97297)
C (-0.65847, -3.53289, -3.89538)
H (1.32263, 4.89030, -9.92680)
H (-0.10428, 5.07450, -5.39874)
H (-0.86162, 0.56373, -3.47405)
H (-2.03464, 4.68223, -3.86221)
H (0.01103, -2.36379, 1.38254)
H (-2.94750, 0.60909, 0.07253)
H (2.42105, -2.06651, -3.60162)
H (-1.09145, 4.57754, -9.34199)
H (-1.18836, -4.47086, -3.70875)
H (2.76192, 0.54356, -4.30636)
H (2.73770, -3.82197, -8.07931)
H (0.67990, 2.73656, 0.47052)
H (-2.52441, -1.14239, -1.97512)
H (2.86551, -0.04132, 0.02535)
H (-0.21769, 2.11959, 1.68874)
H (-2.39485, -2.55176, -4.75774)
H (2.17174, 0.85258, -8.61791)
H (1.52446, -2.15804, -6.68329)
H (-2.42915, 2.34795, -3.03552)
H (-1.26861, -0.53489, -5.34400)
H (2.66444, 2.18493, 1.31147)
H (2.29711, -1.44027, 0.65372)
H (1.35925, -0.29602, 2.56588)
H (0.48088, -2.56616, -11.55006)
H (2.96359, 3.01068, -9.57180)
H (-1.84104, 2.42337, -8.25272)
H (1.73465, 2.13094, 2.83627)
H (1.20390, -4.18485, -3.10618)
H (2.14049, -4.10787, -10.49460)
H (-1.38822, -0.17378, 2.15708)
H (-0.67011, -2.93797, -1.16626)
H (1.41286, 3.22865, -6.06552)
H (-1.70652, -0.00063, -7.23957)
H (3.10025, 0.03869, 2.44011)
H (-0.64935, -0.79801, -10.16811)

Multiplicity: 7
Orbital gap (alpha / beta): 6.45 / 6.45 eV
Lowest unoccupied orbital energy (alpha / beta): -0.120 / -0.119 Eh
Expectation value of S²: 12.732
ΔE to the lowest compared entry with this formula, charge and spin: 7.9 kcal per mole
Total charge: +1